Record 1
ORCA calculation (ωB97M-V with the def2-TZVPD basis set) on a 9-piece molecular cluster, C36H99N9O9 overall.

Results
ΔE to the lowest compared entry with this formula, charge and spin ... 36.1 kcal per mole
E_LUMO ... 0.512 eV
SMILES ... COC[C@H](C)N.COC[C@H](C)N.COC[C@H](C)N.COC[C@H](C)N.COC[C@H](C)N.COC[C@H](C)N.COC[C@H](C)N.COC[C@H](C)N.COC[C@H](C)N

```
153
Properties=species:S:1:pos:R:3:lowdin_charge:R:1
C 4.221 0.526 -3.735 -0.08
O 3.285 -0.262 -3.003 -0.24
C 3.666 -1.622 -2.928 -0.20
C 4.950 -1.920 -2.128 -0.42
C 5.166 -3.431 -2.073 -0.06
N 4.773 -1.415 -0.744 0.05
H 4.392 0.158 -4.746 0.09
H 5.191 0.690 -3.257 0.09
H 3.771 1.519 -3.724 0.09
H 2.842 -2.056 -2.350 0.12
H 3.720 -2.076 -3.926 0.13
H 5.774 -1.437 -2.658 0.12
H 5.278 -3.807 -3.094 0.08
H 4.310 -3.921 -1.608 0.07
H 6.087 -3.740 -1.580 0.08
H 4.063 -2.034 -0.334 0.01
H 4.229 -0.557 -0.860 0.05
C -5.500 -2.492 -1.215 -0.12
O -4.633 -1.388 -1.181 -0.20
C -4.351 -0.968 0.149 -0.21
C -3.379 0.209 0.085 -0.41
C -2.848 0.581 1.479 -0.04
N -4.054 1.414 -0.418 0.03
H -6.485 -2.112 -0.906 0.09
H -5.235 -3.339 -0.566 0.09
H -5.527 -2.917 -2.218 0.09
H -5.234 -0.728 0.752 0.13
H -3.849 -1.835 0.599 0.12
H -2.575 -0.088 -0.586 0.11
H -3.531 1.224 2.031 0.08
H -1.925 1.144 1.330 0.06
H -2.617 -0.327 2.041 0.07
H -4.823 1.590 0.230 0.08
H -4.585 1.161 -1.255 0.09
C -3.316 -2.139 -8.206 -0.12
O -2.583 -2.276 -7.012 -0.19
C -2.384 -1.031 -6.367 -0.23
C -1.616 -1.271 -5.077 -0.41
C -2.566 -1.795 -4.003 -0.07
N -1.110 0.025 -4.602 0.03
H -3.267 -3.031 -8.823 0.08
H -3.096 -1.236 -8.786 0.08
H -4.371 -1.995 -7.921 0.09
H -1.760 -0.375 -6.984 0.12
H -3.329 -0.512 -6.170 0.13
H -0.750 -1.913 -5.238 0.14
H -2.126 -2.022 -3.034 0.04
H -3.167 -2.643 -4.358 0.08
H -3.304 -1.013 -3.797 0.07
H -1.837 0.580 -4.156 0.06
H -0.463 -0.068 -3.812 0.02
C 3.498 7.309 0.742 -0.11
O 3.150 7.798 2.017 -0.19
C 3.680 9.073 2.294 -0.23
C 2.917 9.661 3.451 -0.44
C 1.494 10.083 3.064 -0.07
N 3.653 10.816 3.985 0.02
H 3.031 6.337 0.590 0.07
H 4.578 7.225 0.613 0.09
H 3.063 7.913 -0.061 0.09
H 4.749 8.968 2.519 0.13
H 3.586 9.766 1.444 0.13
H 2.820 8.942 4.268 0.14
H 0.882 9.208 2.819 0.07
H 1.434 10.841 2.283 0.08
H 0.970 10.455 3.951 0.07
H 3.897 11.439 3.211 0.07
H 2.985 11.419 4.461 0.06
C 1.121 0.826 4.277 -0.11
O 0.042 -0.083 4.433 -0.21
C -0.824 0.325 5.484 -0.19
C -1.626 -0.935 5.848 -0.45
C -2.846 -0.595 6.704 -0.07
N -0.879 -1.965 6.557 0.04
H 1.721 0.802 5.199 0.10
H 0.797 1.845 4.057 0.09
H 1.829 0.392 3.568 0.06
H -0.325 0.749 6.360 0.13
H -1.513 1.060 5.049 0.13
H -2.014 -1.365 4.917 0.12
H -2.604 -0.395 7.749 0.08
H -3.493 -1.474 6.661 0.08
H -3.392 0.277 6.340 0.07
H -0.073 -2.278 6.032 0.06
H -1.422 -2.763 6.846 0.07
C 0.360 5.767 0.732 -0.12
O -0.984 5.382 0.854 -0.17
C -1.281 4.171 0.195 -0.21
C -1.515 4.286 -1.318 -0.44
C -2.561 5.323 -1.687 -0.05
N -1.881 2.957 -1.834 0.05
H 1.013 4.963 1.092 0.07
H 0.614 6.699 1.232 0.08
H 0.612 5.918 -0.327 0.09
H -0.468 3.446 0.351 0.11
H -2.168 3.708 0.633 0.12
H -0.562 4.550 -1.790 0.13
H -3.460 5.201 -1.080 0.08
H -2.817 5.162 -2.733 0.07
H -2.126 6.309 -1.528 0.07
H -1.103 2.315 -1.732 0.03
H -2.637 2.612 -1.227 0.02
C 2.320 2.158 1.300 -0.07
O 1.628 1.641 0.165 -0.20
C 1.214 0.310 0.315 -0.21
C 0.188 -0.092 -0.748 -0.40
C -0.003 -1.593 -0.747 -0.03
N 0.637 0.424 -2.066 0.07
H 1.655 2.115 2.167 0.06
H 2.647 3.157 1.039 0.08
H 3.149 1.473 1.504 0.09
H 2.068 -0.373 0.187 0.11
H 0.805 0.113 1.317 0.11
H -0.732 0.451 -0.516 0.09
H 0.935 -2.095 -0.975 0.06
H -0.722 -1.923 -1.499 0.05
H -0.472 -1.908 0.191 0.08
H 0.831 1.400 -1.815 0.07
H 1.642 0.179 -2.155 0.06
C -2.303 -5.033 -1.826 -0.09
O -1.704 -6.128 -1.124 -0.19
C -2.120 -7.358 -1.677 -0.24
C -1.426 -8.529 -0.990 -0.44
C 0.107 -8.466 -1.106 -0.06
N -1.930 -9.763 -1.552 0.02
H -2.280 -4.264 -1.046 0.08
H -3.330 -5.233 -2.125 0.09
H -1.630 -4.638 -2.590 0.09
H -3.206 -7.475 -1.564 0.12
H -1.995 -7.436 -2.768 0.13
H -1.713 -8.519 0.064 0.14
H 0.548 -7.493 -0.874 0.07
H 0.382 -8.794 -2.108 0.07
H 0.568 -9.116 -0.357 0.07
H -1.525 -10.562 -1.072 0.07
H -1.646 -9.939 -2.512 0.07
C -0.757 -3.758 2.765 -0.09
O 0.616 -3.878 2.435 -0.19
C 1.396 -2.772 2.842 -0.21
C 2.793 -2.970 2.259 -0.41
C 3.787 -1.892 2.657 -0.05
N 2.698 -3.098 0.814 0.04
H -1.183 -2.763 2.604 0.07
H -0.894 -4.095 3.794 0.09
H -1.273 -4.417 2.065 0.09
H 0.963 -1.834 2.467 0.10
H 1.400 -2.665 3.932 0.12
H 3.109 -3.935 2.682 0.14
H 4.828 -2.166 2.496 0.08
H 3.709 -1.596 3.709 0.08
H 3.566 -0.955 2.140 0.05
H 3.380 -3.786 0.497 0.08
H 1.833 -3.584 0.579 0.08
```

---

Record 2
ORCA calculation (ωB97M-V with the def2-TZVPD basis set) on an isolated ion of composition C3H5N2OS and charge +1.

Results
ΔE to the lowest compared entry with this formula, charge and spin ... 99.5 kcal per mole
E_LUMO ... -7.020 eV
Total charge ... +1

```
12
Properties=species:S:1:pos:R:3:nbo_charge:R:1
C -1.156 1.711 0.063 0.19
C 1.141 0.933 0.033 0.23
C -1.125 -1.209 0.113 -0.47
N 0.037 1.732 -0.004 -0.28
N 1.167 -0.032 -0.774 -0.55
O -3.178 0.107 -0.764 -0.85
S -2.269 -0.001 0.339 1.30
H -1.904 2.462 -0.132 0.28
H 1.902 1.288 0.731 0.22
H -1.235 -1.955 -0.659 0.28
H -0.479 -1.430 0.944 0.25
H 1.997 -0.614 -0.808 0.40
```

---

Record 3
ORCA calculation (ωB97M-V with the def2-TZVPD basis set) on C13H47HgO13 as an isolated structure.

Results
ΔE to the lowest compared entry with this formula, charge and spin ... 190.5 kcal per mole
E_LUMO ... -9.269 eV
Total charge ... +1

```
74
Properties=species:S:1:pos:R:3:lowdin_charge:R:1
Hg 3.679 1.161 3.259 1.06
C 0.135 -1.221 -0.447 0.05
C 1.137 -0.648 0.579 -0.62
O 0.725 -0.063 1.637 0.16
O 2.354 -0.816 0.513 0.12
H -0.905 -0.961 -0.251 0.09
H 0.096 -2.308 -0.373 0.10
H 0.306 -0.736 -1.408 0.10
C -2.092 2.879 -2.012 -0.15
O -1.674 4.032 -1.279 -0.14
H -2.471 2.152 -1.294 0.07
H -2.941 3.198 -2.616 0.08
H -1.258 2.538 -2.626 0.07
H -1.284 4.661 -1.892 0.07
C -1.515 -1.277 -6.289 -0.20
O -1.654 0.079 -6.505 -0.10
H -2.413 -1.865 -6.103 0.08
H -1.070 -1.718 -7.181 0.08
H -0.775 -1.440 -5.505 0.08
H -2.414 0.115 -7.090 0.08
C 1.013 2.308 6.644 -0.15
O 1.430 2.783 5.373 -0.18
H 0.853 3.178 7.281 0.08
H 0.131 1.674 6.738 0.08
H 1.902 1.812 7.031 0.08
H 0.973 3.618 5.257 0.08
C 2.730 -2.529 5.318 -0.15
O 3.720 -1.537 5.131 -0.19
H 3.067 -3.541 5.092 0.09
H 2.244 -2.524 6.294 0.08
H 1.926 -2.310 4.616 0.07
H 4.530 -1.855 5.536 0.08
C -3.253 2.337 3.765 -0.15
O -3.038 1.255 2.892 -0.14
H -2.580 2.311 4.621 0.07
H -3.163 3.225 3.138 0.08
H -4.274 2.114 4.074 0.09
H -2.099 1.104 2.760 0.06
C 3.723 3.895 -0.294 -0.14
O 3.776 3.885 1.142 -0.18
H 2.696 3.836 -0.656 0.07
H 4.116 4.797 -0.763 0.08
H 4.266 3.035 -0.686 0.08
H 3.820 4.796 1.439 0.07
C -6.764 0.839 0.174 -0.17
O -5.841 -0.214 0.333 -0.12
H -6.792 1.096 -0.885 0.07
H -7.766 0.464 0.383 0.08
H -6.525 1.794 0.642 0.08
H -5.095 0.140 0.823 0.06
C -2.206 -2.319 5.401 -0.18
O -1.741 -3.080 6.469 -0.12
H -1.487 -1.532 5.177 0.07
H -2.170 -2.968 4.525 0.08
H -3.188 -1.886 5.593 0.08
H -2.158 -3.941 6.546 0.08
C 5.118 -1.845 -3.034 -0.17
O 4.951 -1.369 -4.349 -0.12
H 5.458 -1.022 -2.405 0.08
H 4.164 -2.265 -2.716 0.07
H 5.888 -2.617 -3.052 0.08
H 4.510 -2.070 -4.836 0.07
C 2.038 2.684 -5.556 -0.20
O 1.725 1.875 -6.622 -0.10
H 1.379 3.544 -5.437 0.08
H 2.040 2.102 -4.635 0.07
H 3.088 2.960 -5.652 0.08
H 0.872 1.449 -6.506 0.07
C -0.716 -6.391 -4.556 -0.15
O 0.024 -5.628 -3.612 -0.14
H -0.352 -6.222 -5.570 0.08
H -0.739 -7.452 -4.309 0.07
H -1.737 -6.042 -4.404 0.07
H -0.455 -5.512 -2.788 0.07
```

---

Record 4
ORCA calculation (ωB97M-V with the def2-TZVPD basis set) on C54H68CsN5O5PS3Sb as an isolated structure.

Results
ΔE to the lowest compared entry with this formula, charge and spin ... 95.6 kcal per mole
E_LUMO ... 2.785 eV
Total charge ... -2

```
138
Properties=species:S:1:pos:R:3:lowdin_charge:R:1
Cs 1.522 0.482 -0.242 1.82
N -1.124 0.472 -1.288 -0.10
N -1.284 1.816 -0.900 0.01
C -0.209 2.650 -0.943 -0.81
O -0.306 3.754 -0.274 -0.11
O 0.805 2.323 -1.587 -0.47
H -2.110 -0.039 -1.382 0.00
H -0.691 -0.036 -0.514 -0.04
H -1.938 2.030 -0.158 0.15
O 2.840 -1.356 -0.880 -0.92
S 3.736 -2.539 -0.996 0.92
C 4.812 -2.421 0.527 -0.29
C 4.108 -2.714 1.851 -0.23
C 4.500 -1.778 3.000 -0.22
C 3.914 -0.381 2.856 -0.29
S 2.060 -0.265 2.906 0.97
O 1.567 -0.980 1.707 -0.80
C 1.785 -1.368 4.282 -0.38
C 2.098 -0.948 5.575 -0.08
C 1.789 -1.756 6.652 -0.09
C 1.147 -2.975 6.456 -0.09
C 0.810 -3.372 5.166 -0.07
C 1.122 -2.570 4.083 -0.05
C 2.783 -3.942 -0.427 -0.39
C 3.365 -5.205 -0.377 -0.09
C 2.618 -6.281 0.069 -0.10
C 1.287 -6.109 0.434 -0.08
C 0.708 -4.846 0.365 -0.06
C 1.458 -3.761 -0.058 -0.07
H 5.182 -1.396 0.464 0.08
H 5.650 -3.097 0.348 0.08
H 4.305 -3.747 2.142 0.12
H 3.033 -2.625 1.713 0.07
H 5.591 -1.711 3.082 0.12
H 4.139 -2.212 3.936 0.10
H 4.164 0.076 1.896 0.09
H 4.250 0.278 3.660 0.08
H 2.578 0.014 5.720 0.11
H 2.036 -1.434 7.656 0.10
H 0.905 -3.603 7.303 0.10
H 0.291 -4.310 5.015 0.11
H 0.856 -2.855 3.071 0.11
H 4.399 -5.334 -0.681 0.11
H 3.068 -7.265 0.126 0.10
H 0.702 -6.955 0.770 0.10
H -0.330 -4.703 0.640 0.12
H 1.036 -2.762 -0.079 0.10
C -0.905 2.482 -4.304 -0.30
Sb 0.795 1.185 -4.093 1.35
C 2.235 2.790 -4.286 -0.33
C 0.829 0.827 -6.264 -0.37
H -0.709 3.234 -5.070 0.00
H -1.093 2.966 -3.349 -0.01
H -1.780 1.894 -4.577 0.00
H 2.174 3.260 -5.268 -0.01
H 3.248 2.415 -4.124 -0.01
H 1.999 3.516 -3.508 -0.02
H 0.777 1.760 -6.830 -0.02
H -0.022 0.203 -6.547 -0.02
H 1.744 0.297 -6.541 -0.02
C 0.841 -5.610 -3.568 -0.06
N 0.287 -4.346 -3.159 -0.14
C -0.958 -4.144 -2.571 -0.07
C -1.096 -2.825 -2.336 -0.06
N 0.084 -2.236 -2.766 0.08
C 0.943 -3.161 -3.258 -0.83
S 2.452 -2.942 -3.972 0.52
H 0.035 -6.274 -3.878 0.09
H 1.404 -6.069 -2.754 0.08
H 1.523 -5.431 -4.397 0.04
H -1.635 -4.964 -2.404 0.09
H -1.950 -2.214 -1.910 0.04
H 0.253 -1.235 -2.706 0.03
O 0.870 2.113 1.354 -0.65
P 0.892 3.604 1.435 0.75
C 2.089 4.606 0.476 -0.22
C 2.304 5.934 0.848 -0.08
C 3.273 6.700 0.223 -0.09
C 4.051 6.148 -0.786 -0.10
C 3.863 4.821 -1.145 -0.07
C 2.902 4.049 -0.509 -0.06
C 1.941 3.837 2.996 -0.22
C 1.643 4.651 4.085 -0.07
C 2.525 4.768 5.153 -0.10
C 3.722 4.070 5.159 -0.11
C 4.037 3.254 4.077 -0.10
C 3.155 3.146 3.015 -0.10
C -0.600 4.429 2.082 -0.27
C -1.374 3.656 2.940 -0.07
C -2.529 4.176 3.505 -0.08
C -2.911 5.479 3.224 -0.10
C -2.147 6.249 2.357 -0.09
C -0.998 5.727 1.783 -0.08
H 1.713 6.364 1.647 0.10
H 3.434 7.725 0.533 0.09
H 4.799 6.749 -1.289 0.09
H 4.460 4.380 -1.934 0.10
H 2.743 3.023 -0.810 0.07
H 0.710 5.202 4.103 0.10
H 2.272 5.411 5.988 0.09
H 4.407 4.159 5.994 0.09
H 4.977 2.712 4.064 0.09
H 3.406 2.524 2.161 0.10
H -1.065 2.636 3.140 0.11
H -3.132 3.564 4.165 0.10
H -3.816 5.888 3.657 0.09
H -2.458 7.258 2.115 0.10
H -0.429 6.312 1.073 0.10
C -4.908 -4.109 0.515 -0.09
C -4.357 -3.823 -0.887 -0.41
C -4.325 -5.115 -1.712 -0.11
C -5.118 -2.707 -1.566 -0.19
C -6.414 -2.910 -1.986 -0.13
C -7.184 -1.899 -2.570 -0.19
C -6.591 -0.640 -2.723 -0.13
C -5.295 -0.372 -2.342 -0.18
C -4.719 1.011 -2.532 -0.41
C -5.273 1.998 -1.498 -0.09
C -4.923 1.567 -3.945 -0.10
C -4.438 -1.402 -1.719 -0.38
N -3.211 -1.200 -1.324 -0.08
H -4.315 -4.884 1.020 0.05
H -5.948 -4.447 0.461 0.06
H -4.878 -3.198 1.116 0.07
H -3.335 -3.458 -0.765 0.09
H -5.328 -5.537 -1.829 0.06
H -3.697 -5.873 -1.223 0.06
H -3.925 -4.915 -2.708 0.07
H -6.866 -3.897 -1.862 0.08
H -8.205 -2.081 -2.892 0.04
H -7.187 0.160 -3.168 0.08
H -3.647 0.925 -2.365 0.09
H -6.349 2.142 -1.640 0.06
H -4.781 2.975 -1.588 0.06
H -5.108 1.612 -0.490 0.07
H -5.982 1.749 -4.155 0.05
H -4.543 0.866 -4.691 0.07
H -4.384 2.515 -4.059 0.06
```

---

Record 5
ORCA calculation (ωB97M-V with the def2-TZVPD basis set) on a single C4H5FS molecule.

Results
ΔE to the lowest compared entry with this formula, charge and spin ... 24.5 kcal per mole
E_LUMO ... -0.508 eV
SMILES ... C/C(C=S)=C\F

```
11
Properties=species:S:1:pos:R:3:nbo_charge:R:1
C -0.052 1.326 -0.023 -0.67
C -0.013 -0.138 -0.200 -0.16
C 1.169 -0.928 0.056 -0.31
S 2.602 -0.268 -0.119 0.05
C -1.150 -0.923 -0.138 0.31
F -2.365 -0.396 -0.099 -0.30
H 0.784 1.867 -0.459 0.24
H -0.950 1.874 -0.386 0.24
H -0.070 1.579 1.066 0.23
H 0.975 -2.037 0.182 0.20
H -0.929 -1.957 0.119 0.17
```

---

Record 6
ORCA calculation (ωB97M-V with the def2-TZVPD basis set) on an isolated ion of composition C2H3O2S and charge -1.

Results
ΔE to the lowest compared entry with this formula, charge and spin ... 85.4 kcal per mole
E_LUMO ... 4.128 eV
Total charge ... -1

```
8
Properties=species:S:1:pos:R:3:nbo_charge:R:1
C 1.130 -1.077 -0.566 0.23
C -0.666 0.524 0.051 -0.10
O 0.256 1.335 0.031 -0.71
O 1.537 -2.131 -0.277 -0.64
S -0.976 -0.971 -1.106 -0.46
H -0.779 0.079 1.196 0.08
H -1.588 1.235 0.113 0.14
H 1.087 1.005 0.558 0.48
```

---

Record 7
ORCA calculation (ωB97M-V with the def2-TZVPD basis set) on C23H37O3Yb as an isolated structure.

Results
ΔE to the lowest compared entry with this formula, charge and spin ... 11.7 kcal per mole
E_LUMO (spin up / spin down) ... 0.222 / 0.219 eV
<S²> ... 0.75
Spin multiplicity ... 2

```
64
Properties=species:S:1:pos:R:3:mulliken_spin:R:1
O -3.705 3.525 -2.862 0.00
C -4.483 2.977 -3.974 0.00
C -4.846 4.347 -4.550 0.00
H -5.350 2.409 -3.612 0.00
H -3.856 2.368 -4.639 0.00
C -4.039 4.869 -3.322 0.00
H -5.911 4.583 -4.522 0.00
H -4.385 4.568 -5.514 0.00
C -4.904 5.618 -2.324 0.00
H -5.815 5.057 -2.088 0.00
H -5.195 6.591 -2.742 0.00
H -4.343 5.800 -1.400 0.00
C -2.800 5.663 -3.687 0.00
H -2.186 5.125 -4.417 0.00
H -2.206 5.858 -2.787 0.00
H -3.090 6.629 -4.120 0.00
Yb 1.321 -1.528 1.182 0.99
C 3.744 -1.600 0.124 0.00
C 3.120 -2.773 -0.401 0.00
C 2.138 -2.367 -1.350 0.00
H 3.372 -3.801 -0.163 0.00
C 2.160 -0.944 -1.413 0.01
C 3.141 -0.467 -0.501 0.00
H 3.426 0.572 -0.344 0.00
H 4.580 -1.572 0.825 0.00
H 1.545 -3.034 -1.973 0.00
H 1.595 -0.336 -2.113 0.00
C 1.596 -0.918 3.840 0.00
C 2.029 0.214 3.090 0.00
C 0.880 0.781 2.464 0.00
H 3.047 0.605 3.056 0.00
C -0.253 -0.017 2.813 0.00
C 0.191 -1.068 3.661 0.00
H -0.439 -1.805 4.164 0.00
H 2.216 -1.511 4.504 0.00
H 0.863 1.694 1.876 0.00
H -1.285 0.185 2.538 0.00
O -0.491 -0.404 -0.174 0.00
C -0.534 1.032 -0.513 0.00
C -1.379 1.154 -1.770 0.00
H 0.496 1.394 -0.628 0.00
H -1.002 1.563 0.327 0.00
C -2.324 -0.057 -1.686 0.00
H -0.732 1.051 -2.651 0.00
H -1.921 2.103 -1.841 0.00
C -1.513 -1.121 -0.956 0.00
H -2.673 -0.389 -2.668 0.00
H -3.197 0.220 -1.081 0.00
H -0.996 -1.780 -1.665 0.00
H -2.111 -1.728 -0.264 0.00
C 3.581 -5.145 2.236 0.00
C 3.071 -3.960 3.053 0.00
C 2.247 -4.501 4.218 0.00
C 4.291 -3.228 3.611 0.00
O 2.267 -3.136 2.257 0.01
H 4.070 -5.873 2.894 0.00
H 4.307 -4.799 1.498 0.00
H 2.745 -5.625 1.722 0.00
H 2.859 -5.195 4.814 0.00
H 1.908 -3.680 4.856 0.00
H 1.370 -5.029 3.837 0.00
H 4.981 -2.964 2.805 0.00
H 4.003 -2.307 4.128 0.00
H 4.802 -3.895 4.320 0.00
```